{"formula": "C37H89AsF6N5O3P", "method": "ωB97M-V with the def2-TZVPD basis set", "fmax_ha_per_bohr": 0.1041, "spin_multiplicity": 2, "charge": 5, "total_energy_ev": -139785.757, "e_homo_ev": [-19.1777, -19.1764], "homo_lumo_gap_ev": [5.3, 1.5], "species": ["H", "F", "H", "H", "H", "C", "C", "H", "H", "C", "C", "N", "H", "H", "C", "H", "H", "H", "H", "N", "H", "H", "H", "H", "H", "H", "H", "F", "H", "N", "H", "H", "H", "H", "H", "H", "H", "H", "C", "H", "C", "C", "H", "H", "C", "H", "N", "C", "C", "H", "C", "H", "H", "C", "H", "H", "H", "F", "H", "H", "H", "H", "H", "H", "C", "H", "H", "H", "F", "H", "H", "H", "C", "C", "C", "H", "H", "H", "C", "H", "C", "C", "C", "H", "O", "H", "H", "H", "H", "H", "F", "H", "H", "H", "H", "P", "C", "C", "H", "C", "C", "H", "H", "H", "H", "H", "H", "H", "C", "C", "H", "C", "H", "C", "N", "C", "H", "H", "H", "H", "H", "H", "C", "C", "C", "H", "H", "F", "H", "As", "O", "C", "O", "H", "C", "H", "C", "H", "H", "H", "H", "C"], "coordinates": [[-2.070173, -4.333984, 1.452986], [-0.650903, 0.683256, -1.014024], [2.104037, -0.950804, 2.220166], [-4.539413, -5.911774, 1.138636], [1.822247, -1.378414, 3.978456], [3.634767, -3.401624, 3.494436], [1.820457, -1.716524, 2.942226], [6.364947, 2.458236, -5.602514], [-3.212393, 0.928346, 6.186606], [2.798567, 0.626956, -2.044954], [-2.828133, -1.888894, 7.239006], [-1.251303, 0.114896, 6.606176], [0.325247, 0.580476, 7.781906], [-5.446913, -4.815994, 2.183296], [-5.020883, -2.339204, 0.890016], [6.034517, 1.113986, -7.455624], [-1.177143, -1.136944, 8.335136], [-6.365713, -1.000014, 1.998616], [-0.813073, -1.375994, 5.097166], [2.515447, -2.938954, 2.765526], [-4.302283, -0.422694, -2.119914], [0.414537, -0.127014, 5.263516], [-1.895653, 1.672196, 5.313686], [4.367527, 3.441726, -4.223424], [3.546477, -5.749414, 0.146146], [4.975697, 2.232836, -3.015314], [3.996847, 0.543696, -0.121004], [1.046357, 0.946766, 0.851056], [4.530027, -5.441374, 3.614356], [2.840097, -5.156384, 2.364826], [4.040927, -3.310314, -1.799064], [2.608267, 5.278506, -0.256394], [-0.594883, 1.548036, -6.171834], [2.801117, -2.154614, -2.406884], [0.336227, -1.285924, 6.566216], [-3.163983, 0.443206, -3.190374], [-5.805383, -2.585494, 0.174476], [-3.144433, -4.808514, -0.758974], [-0.267753, -0.769414, 5.820216], [-2.655293, -2.625904, 1.570186], [-3.584123, -3.823074, -0.605104], [0.975807, 1.878616, -4.627294], [7.354617, 0.488546, -6.523304], [-2.949953, -2.966704, -0.834334], [2.691477, -6.554404, 1.868336], [3.891187, 1.815506, -5.842324], [-4.138943, -3.715994, 0.780026], [-1.937073, -0.699484, 7.687656], [-5.057633, -4.953514, 1.174506], [-2.087643, 4.232586, -2.354384], [3.738657, 7.088626, -1.673194], [1.635497, 1.856366, -5.494714], [-1.159273, 1.792576, -4.593774], [3.768707, -4.760494, 3.263396], [2.684687, -0.014954, -2.918504], [5.794777, -0.423134, -6.514014], [3.093027, -1.510434, -0.130904], [-0.394853, 0.244726, 2.525796], [-2.410893, -0.049024, 8.422836], [-1.050403, 1.758736, 7.994516], [1.098617, 0.837066, -4.330324], [-6.163053, -2.433124, 2.956856], [-4.529763, -3.799644, -1.146684], [2.778937, -7.278144, 2.678676], [2.620927, 4.869956, -1.266844], [4.087507, 0.545786, -4.695134], [3.604007, 5.507366, -3.116804], [2.897057, 7.664066, -2.058784], [-1.270153, 2.223716, 0.951386], [-4.373073, -1.526784, 0.560756], [3.926567, 7.153386, -0.601474], [6.607677, 0.962636, -4.593454], [-2.479313, 3.353016, -1.843444], [3.970677, -1.369644, -0.761774], [-0.764453, 3.678936, -5.591744], [4.695217, 5.189876, -1.845744], [-5.380023, 2.983996, -0.676734], [3.250407, -7.470784, 0.020136], [4.248057, 2.445026, -3.798654], [-3.215933, -2.478544, 8.069696], [3.969087, 0.155006, -1.138974], [-0.398313, 2.152406, -5.286284], [2.885427, 3.323966, -1.123044], [0.391937, 2.730616, -2.700344], [-3.982823, -1.366964, 6.588846], [-3.196503, -3.762124, 2.729626], [4.643127, -6.943294, 1.009626], [0.027187, 1.807706, 6.455586], [4.924997, 0.394586, -1.604734], [-6.134643, 1.501986, -0.595614], [-2.228333, -0.103094, 0.832946], [-5.386703, 1.133016, -4.012484], [-1.737983, 2.553936, -1.842094], [-4.400463, -2.108314, 6.144366], [1.130257, -4.127934, 1.478266], [2.823637, 2.354366, -2.609924], [6.267137, 0.558646, -6.547004], [-3.758213, 3.000276, -2.618654], [3.894847, 3.174816, -0.739734], [3.826857, -2.273334, -2.057794], [6.027887, 1.445846, -5.379884], [-2.574573, 0.000826, 4.879826], [1.402517, 3.772796, -3.660234], [2.274297, 2.891826, -0.330664], [4.556427, -1.957684, -2.803584], [4.591587, 7.632816, -2.078734], [-5.115513, -0.493824, 3.598576], [-2.212013, -2.558444, 6.638856], [2.040467, -4.086534, 2.058106], [-5.654183, -1.790034, 2.238816], [-5.860133, -4.885904, 0.439996], [-2.286603, 0.713006, 5.653116], [4.917927, -1.647144, -0.299384], [4.508187, 1.504196, -4.999414], [-4.522763, 1.722076, -2.146714], [-5.131763, 1.922676, -0.668774], [3.999317, -2.780104, 4.298926], [-2.956243, 0.520046, -1.428554], [1.631317, 5.089176, -1.667734], [-4.353683, 1.612876, 0.028876], [0.212847, 4.153916, -5.677704], [1.938537, 0.599896, -1.375844], [1.225317, 2.728536, -3.402894], [-0.384723, 1.250446, 7.296946], [-3.687923, 0.470296, -2.234944], [1.662337, -6.761914, 1.575226], [-1.343183, 3.652776, -6.515044], [-0.110303, -1.152934, 0.488216], [0.769717, -1.819634, 2.671306], [-0.634053, 0.528926, 0.800246], [-2.716663, 3.766066, -0.578224], [-5.738043, 1.361186, -3.006204], [-4.690043, -1.128564, 3.017466], [-2.314273, 3.141176, 0.029386], [3.633667, -6.694414, 0.682306], [-6.207453, 0.541366, -2.462464], [-2.911573, -3.679564, 1.680776], [-1.292233, 4.074176, -4.723794], [-3.428103, 2.732636, -3.622394], [-6.272183, 2.310566, -2.967844], [-4.424663, 3.858186, -2.707794], [3.683867, 5.551916, -2.030654]], "forces_ev_per_angstrom": [[-0.6158, -0.2194, -0.5175], [-0.1392, 0.2017, 2.0188], [0.6346, 0.1154, 0.2079], [0.3034, 0.3251, -0.3362], [0.5486, -0.0603, -0.1754], [-3.6044, 3.1225, -0.5366], [-1.6645, 1.7822, -0.3871], [0.2355, -0.0570, 0.2716], [0.2684, -0.0549, 0.3183], [0.3341, -0.0468, 1.2993], [-0.1833, 1.2848, 0.1765], [-0.1995, -0.0280, -0.5201], [0.4229, 0.9346, 0.4134], [0.1210, 0.3145, -0.1436], [-0.0366, -1.0165, 0.9736], [-0.2528, -0.4880, -0.2635], [0.5294, -0.1137, -0.3294], [-0.4218, -0.4558, -0.9779], [0.0384, -0.2071, 0.4275], [2.2487, -4.8495, 0.2399], [-0.1449, 0.2552, -0.0155], [-0.2641, 0.2851, -0.0262], [0.0884, -0.3347, -0.4675], [0.0603, 0.3544, 0.7886], [0.5496, -0.0971, -0.3454], [0.8507, 0.3749, -0.2176], [-0.3136, 1.1781, -0.3131], [-0.1646, 0.5931, -0.4451], [0.0653, -0.0956, 0.2671], [-0.6445, 0.8023, 1.1320], [-0.1687, -0.0930, -0.2000], [0.0076, -0.1157, 0.1292], [0.6214, 0.0136, -0.1004], [0.1675, -0.3076, -0.3716], [-0.2617, -0.4255, -0.1831], [-0.1444, 0.0512, -0.0060], [-0.0517, 0.3694, 0.0577], [0.2326, 0.2507, 0.1406], [-0.4384, 1.1414, 0.5877], [0.8892, -0.0620, 0.1010], [-2.2569, -0.1569, 0.0189], [-0.9612, -0.8702, -1.3204], [0.0415, -0.6776, -0.5819], [0.0257, -0.2242, 0.0900], [-0.4559, -0.8200, -0.6050], [0.2100, 0.1619, -0.1146], [0.4560, -0.8602, 2.5791], [0.0363, -1.1188, 1.0228], [0.2851, 1.5927, -0.8661], [0.2409, -0.1709, -0.6671], [0.5601, -0.6235, -0.2026], [0.9107, 1.0998, 0.4608], [-0.2729, -0.1389, 0.3104], [0.1816, -1.9657, -1.6178], [-0.1204, -0.0381, 0.1443], [0.0544, 0.1220, 0.0277], [-0.0094, -0.3413, 0.4096], [-0.8837, 0.1735, -0.2715], [-0.5695, 0.3948, -0.6667], [0.3618, 0.2751, -0.2080], [-0.7204, -0.3308, 0.1427], [-0.2715, -0.9354, -0.8605], [0.4807, 0.0865, -1.0224], [0.7673, 0.3659, 0.3234], [-0.2415, -1.3998, 0.6647], [0.4533, -0.5897, -0.3478], [-0.4323, -0.3351, -0.1768], [-0.3601, -0.2460, 0.5607], [1.2534, -2.4517, 0.3559], [0.1644, -0.2653, -0.2931], [-0.6736, 0.3032, 0.1389], [-0.1354, 0.6820, 0.6725], [-0.3098, -0.0199, -1.2989], [-0.2387, -0.0180, -2.8239], [1.2736, -2.3600, 0.5728], [-0.0464, -0.4088, 0.3998], [0.6463, 0.1158, 0.5821], [0.2322, -0.0983, 0.0722], [-0.1897, 0.6667, 0.4235], [0.6972, 0.2036, 0.5481], [0.7450, -0.9454, 0.2332], [-1.1567, 0.4543, 0.7848], [0.6137, 1.4131, 0.4053], [0.0870, -0.3099, 0.1278], [0.5754, -0.2259, -0.6463], [-0.1885, -0.3639, -0.1111], [0.0557, 0.2316, -0.2879], [0.0140, 0.2960, 0.5310], [0.1305, -0.0705, 0.0172], [0.4833, -0.9096, 0.0048], [-0.4799, 0.2671, 0.1270], [-0.2842, -0.1086, 0.0904], [-0.0282, -0.1530, -0.4769], [-0.4021, -0.0139, 0.0181], [0.0482, 0.1284, -0.2325], [-0.8263, -1.1176, -1.3594], [0.8887, 0.6312, -1.0680], [0.4292, -1.4098, -0.4323], [0.3186, 0.2414, 0.0580], [-0.0082, 0.7709, 1.6113], [-1.9567, -0.2891, 1.0894], [0.4665, 0.1731, -0.0486], [-0.2622, 0.3112, -0.2047], [-0.4635, -0.3139, -0.3935], [-0.1557, -0.0171, -0.0896], [0.2398, -0.5153, -0.4070], [-0.1604, 0.0397, 0.0381], [-0.1361, -0.0986, -0.4396], [1.6632, 1.2569, 1.8454], [0.1843, -0.0842, 0.1906], [-0.0966, -0.4599, 0.1892], [-0.0399, 0.4232, 0.6569], [-0.1510, 0.2977, 0.4361], [-0.4236, -0.3318, 0.8584], [-1.0778, -0.9255, 1.1244], [0.6312, 0.9138, -2.2438], [0.6425, 0.0481, -0.1436], [0.0839, -0.2098, -0.2060], [-0.0811, -0.1779, -0.1092], [-0.4769, 0.1986, 0.1173], [-0.3732, 0.6334, -0.4708], [-0.5599, -0.2742, -0.4709], [1.3787, 0.5473, -0.4159], [-1.1920, -2.5070, -0.8603], [0.8409, 0.9249, 0.8663], [-0.2120, 0.8139, -0.2001], [0.0712, 0.6745, 0.2307], [-0.0260, 0.1377, 0.4555], [-0.0697, -0.4714, 0.0116], [0.8939, 0.2060, -1.6078], [-0.8416, 0.4002, 2.1166], [1.0361, 1.8829, 0.5730], [1.7835, 0.0374, 0.0483], [-0.0517, 0.2845, 0.2020], [-0.4967, -0.2746, 0.1642], [-0.2714, 0.1893, -0.5999], [-1.1286, 2.0241, 0.7009], [-0.0997, 0.3142, -0.3400], [-0.1393, 0.0593, -0.2310], [-0.8249, -0.4903, -0.4772], [-0.3019, -0.2877, 0.3913], [1.4531, 2.7299, -0.9894]], "mulliken_spin": [0.000, 0.000, 0.003, 0.000, -0.013, 0.335, 0.010, 0.000, 0.000, 0.000, 0.000, 0.000, 0.000, 0.000, 0.000, 0.000, 0.000, 0.000, 0.000, -0.028, 0.000, 0.000, 0.000, 0.000, -0.001, 0.000, 0.000, 0.000, -0.010, -0.060, 0.000, 0.000, 0.000, 0.000, 0.000, 0.000, 0.000, 0.000, 0.000, 0.000, 0.000, 0.000, 0.000, 0.000, 0.002, 0.000, 0.000, 0.000, 0.000, 0.000, 0.000, 0.000, 0.000, 0.372, 0.000, 0.000, 0.004, 0.000, 0.000, 0.000, 0.000, 0.000, 0.000, -0.002, 0.000, 0.000, 0.000, 0.000, 0.000, 0.000, 0.000, 0.000, 0.000, -0.003, 0.000, 0.000, 0.000, -0.001, 0.000, 0.000, 0.000, 0.000, 0.000, 0.000, 0.000, 0.000, 0.004, 0.000, 0.000, 0.000, 0.000, 0.000, 0.000, 0.000, 0.077, 0.000, 0.000, 0.000, 0.000, 0.000, 0.000, 0.000, 0.000, 0.000, 0.000, 0.000, 0.000, 0.000, 0.317, 0.000, 0.000, 0.000, 0.001, 0.000, 0.000, 0.000, -0.008, 0.000, 0.000, 0.000, 0.000, 0.001, 0.000, 0.000, 0.000, 0.000, 0.000, 0.000, 0.001, 0.000, 0.000, 0.000, 0.000, 0.000, -0.002, 0.000, 0.000, 0.000, 0.000, 0.000, 0.000, 0.000]}